This record from OMol25 describes 2 unconnected molecules or ions with the total composition C20H30BN2O2 at a distorted geometry. The level of theory is wB97M-V/def2-TZVPD.

Computed properties:
E: -28968.565 eV
largest force on an atom: 5.14 eV/A
HOMO-LUMO gap: 7.894 eV

Structure (ORCA input):
```
! RIJCOSX wB97M-V def2-TZVPD def2/J DEFGRID3
* xyz -1 1
C 2.475 -2.569 -0.345
C 3.360 -1.277 -0.931
C 4.922 -1.633 -1.346
C 5.843 -0.380 -1.939
C 5.223 1.160 -2.065
C 3.657 1.455 -1.634
C 2.692 0.250 -1.081
C 1.115 0.376 -0.659
B 0.489 1.894 -0.713
O -0.242 2.023 -2.024
C -1.575 1.342 -2.125
C -1.860 1.262 -0.488
C -2.740 0.018 0.108
C -1.880 -1.292 0.583
C -2.728 -2.721 0.392
C -1.829 -3.690 -0.633
C -1.755 -2.985 -2.141
N -0.909 -3.883 -3.054
O -0.677 1.758 0.230
H 2.209 -3.351 -1.177
H 1.513 -2.236 0.237
H 3.181 -3.083 0.469
H 5.375 -2.723 -1.255
H 6.941 -0.662 -2.246
H 5.946 2.002 -2.460
H 3.247 2.551 -1.743
H 0.973 -0.077 0.427
H 0.515 -0.352 -1.392
H 1.216 2.781 -0.425
H -1.582 0.292 -2.690
H -2.403 2.094 -2.496
H -2.614 2.177 -0.357
H -3.417 0.330 1.033
H -3.475 -0.337 -0.751
H -1.723 -1.202 1.763
H -0.868 -1.460 0.021
H -2.792 -3.338 1.403
H -3.799 -2.527 -0.054
H -0.723 -3.633 -0.198
H -2.233 -4.794 -0.682
H -2.832 -2.826 -2.575
H -1.194 -1.956 -2.078
H -0.837 -3.418 -4.006
H 0.077 -3.877 -2.698
N -1.148 4.334 5.355
C -2.174 3.478 5.152
C -2.344 2.741 3.992
C -1.409 2.891 2.973
C -0.342 3.766 3.152
C -0.255 4.457 4.350
H -2.879 3.399 5.974
H -3.186 2.066 3.884
H -1.510 2.330 2.048
H 0.403 3.905 2.377
H 0.561 5.149 4.538
*
```


This record from OMol25 describes 2 unconnected molecules or ions with the total composition C20H30F2NO8SSi at a distorted geometry. The level of theory is wB97M-V/def2-TZVPD.

Computed properties:
E: -63247.859 eV
largest force on an atom: 1.04 eV/A
HOMO-LUMO gap: 6.632 eV

Structure (ORCA input):
```
! RIJCOSX wB97M-V def2-TZVPD def2/J DEFGRID3
* xyz -1 1
C 1.580 -4.605 -3.125
Si -0.100 -3.782 -2.905
C -1.356 -4.843 -3.816
C -0.496 -3.581 -1.091
C -1.990 -3.397 -0.748
C -2.286 -2.308 0.277
F -2.114 -1.084 -0.369
F -3.625 -2.366 0.567
C -1.438 -2.359 1.540
N -1.389 -1.047 2.188
C -0.039 -0.604 2.452
C 0.697 -0.185 1.164
C 0.982 1.292 0.919
S -0.407 2.423 0.792
O -0.136 3.552 1.638
O -1.660 1.757 0.866
O -0.231 2.990 -0.707
C -1.903 -3.467 2.558
O -2.896 -3.181 3.243
O -1.172 -4.501 2.551
C -0.063 -2.105 -3.766
C -0.630 -0.964 -3.195
C -0.619 0.252 -3.863
C -0.034 0.355 -5.115
C 0.540 -0.762 -5.696
C 0.520 -1.976 -5.028
H 2.391 -3.926 -2.855
H 1.702 -4.909 -4.167
H 1.626 -5.490 -2.488
H -1.279 -5.898 -3.549
H -1.177 -4.736 -4.890
H -2.371 -4.490 -3.626
H 0.098 -2.747 -0.707
H -0.117 -4.464 -0.569
H -2.589 -3.153 -1.630
H -2.397 -4.324 -0.342
H -0.430 -2.658 1.261
H -1.944 -1.088 3.034
H -0.051 0.223 3.168
H 0.555 -1.407 2.918
H 1.699 -0.627 1.198
H 0.192 -0.628 0.305
H 1.603 1.717 1.707
H 1.521 1.381 -0.025
H 0.164 2.318 -1.275
H -1.098 -1.029 -2.223
H -1.093 1.112 -3.404
H -0.037 1.306 -5.634
H 1.004 -0.693 -6.673
H 0.971 -2.844 -5.498
C 0.987 7.716 3.601
C 1.913 6.562 3.879
C 1.275 5.191 3.889
O 2.141 4.475 4.789
C 2.698 5.367 5.634
O 3.327 5.090 6.603
O 2.444 6.633 5.219
H 1.507 8.665 3.723
H 0.612 7.650 2.580
H 0.141 7.703 4.289
H 2.766 6.578 3.193
H 1.240 4.709 2.919
H 0.270 5.213 4.317
*
```


This record from OMol25 describes a gas-phase ion, C20H30F3NO7P (charge +1) at a distorted geometry. The level of theory is wB97M-V/def2-TZVPD.

Computed properties:
E: -54485.767 eV
largest force on an atom: 1.90 eV/A
HOMO-LUMO gap: 9.120 eV

Structure (ORCA input):
```
! RIJCOSX wB97M-V def2-TZVPD def2/J DEFGRID3
* xyz 1 1
C 2.487 -0.739 4.283
C 3.666 -1.383 3.636
O 4.334 -2.194 4.128
O 3.992 -0.878 2.336
C 3.302 -1.455 1.353
O 2.636 -2.435 1.501
C 3.457 -0.771 0.024
P 1.854 -0.162 -0.531
C 1.191 0.805 0.807
C -0.320 1.123 0.684
C -1.020 0.912 2.021
N -2.274 1.643 2.110
C -3.434 0.770 2.315
C -3.635 -0.137 1.117
C -3.486 0.385 -0.173
C -3.636 -0.430 -1.296
C -3.943 -1.778 -1.118
C -4.127 -2.301 0.158
C -3.976 -1.486 1.283
O -4.183 -1.974 2.551
C 0.796 -1.601 -0.834
C 0.404 -1.909 -2.276
O -0.553 -0.989 -2.739
C 1.576 -2.047 -3.266
F 1.727 -0.983 -4.047
F 1.346 -3.100 -4.066
F 2.736 -2.273 -2.626
O 2.189 0.689 -1.799
C 1.152 1.548 -2.374
C 1.501 2.999 -2.244
C 0.416 3.799 -2.956
O 1.613 3.349 -0.877
H 2.349 0.265 3.893
H 1.601 -1.328 4.073
H 2.680 -0.704 5.345
H 3.864 -1.504 -0.664
H 4.123 0.079 0.144
H 1.335 0.233 1.722
H 1.789 1.707 0.907
H -0.765 0.500 -0.086
H -0.453 2.162 0.412
H -0.353 1.245 2.819
H -1.159 -0.158 2.194
H -2.234 2.304 2.871
H -3.319 0.136 3.194
H -4.322 1.370 2.486
H -3.232 1.427 -0.276
H -3.505 -0.006 -2.279
H -4.050 -2.412 -1.985
H -4.379 -3.344 0.282
H -3.637 -2.750 2.704
H 1.296 -2.476 -0.428
H -0.131 -1.486 -0.280
H -0.063 -2.891 -2.258
H -1.117 -1.424 -3.386
H 0.164 1.341 -1.973
H 1.100 1.307 -3.427
H 2.427 3.194 -2.788
H 0.317 3.427 -3.973
H 0.666 4.852 -3.005
H -0.549 3.640 -2.486
H 1.769 4.297 -0.837
*
```


> Which formula does entry 1 have?

C20H30BN2O2